No. 1
Computed, not measured: a structure of composition C24H21IrN9O2S, with ωB97M-V with the def2-TZVPD basis set.

The value obtained for the gap between HOMO and LUMO is 6.89 eV. The LUMO energy is -3.47 eV. As for the total charge: +1. As for the highest occupied orbital energy: -10.355 eV.

Last column: Löwdin charge in e.
Atoms and positions in Å:
1 Ir 0.455 -0.689 1.540  1.16
2 N -0.671 2.721 3.935  0.10
3 C -0.224 1.832 3.032  -0.80
4 S 0.188 0.244 3.620  0.68
5 N -0.119 2.238 1.791  0.02
6 N 0.372 1.281 0.936  -0.14
7 C 0.725 1.680 -0.251  -0.18
8 C 0.773 3.077 -0.724  -0.18
9 C 1.296 4.106 0.061  -0.02
10 C 1.371 5.391 -0.449  -0.06
11 C 0.911 5.666 -1.729  -0.06
12 C 0.394 4.648 -2.517  -0.06
13 C 0.341 3.356 -2.021  -0.03
14 C 1.219 0.625 -1.176  -0.19
15 C 2.425 0.606 -1.719  0.02
16 C 3.195 -0.615 -2.021  -0.08
17 C 3.604 -1.411 -1.026  -0.04
18 C 3.326 -1.168 0.420  -0.21
19 N 2.185 -0.888 0.844  -0.13
20 H -0.734 2.473 4.905  0.09
21 H -0.783 3.682 3.661  0.11
22 H 1.646 3.894 1.060  0.11
23 H 1.790 6.183 0.157  0.11
24 H 0.965 6.675 -2.117  0.11
25 H 0.042 4.859 -3.517  0.11
26 H -0.039 2.556 -2.647  0.11
27 H 2.948 1.558 -1.747  0.15
28 H 3.569 -0.775 -3.026  0.11
29 H 4.294 -2.216 -1.255  0.11
30 H 4.205 -1.199 1.076  0.12
31 C 0.005 -1.809 -3.170  0.08
32 C -0.434 -1.030 -1.986  -0.30
33 O 0.433 -0.561 -1.139  -0.02
34 N -1.689 -0.914 -1.666  0.19
35 C -2.216 -0.079 -0.567  -0.05
36 C -2.583 -0.860 0.667  -0.23
37 C -3.871 -1.352 0.771  -0.01
38 C -4.246 -2.090 1.883  -0.02
39 C -3.302 -2.301 2.866  -0.01
40 C -2.037 -1.765 2.707  -0.15
41 N -1.662 -1.052 1.633  -0.06
42 H 1.052 -1.599 -3.371  0.09
43 H -0.605 -1.578 -4.042  0.11
44 H -0.087 -2.877 -2.943  0.08
45 H -2.356 -1.417 -2.236  0.18
46 H -3.107 0.407 -0.959  0.14
47 H -1.486 0.687 -0.341  0.10
48 H -4.582 -1.148 -0.019  0.12
49 H -5.249 -2.482 1.974  0.12
50 H -3.525 -2.870 3.757  0.12
51 H -1.283 -1.919 3.462  0.07
52 O 0.526 -2.726 1.843  -0.31
53 N 0.157 -3.183 0.674  -0.04
54 C 0.358 -4.439 0.442  -0.30
55 C 0.949 -5.348 1.380  -0.16
56 N 1.431 -6.072 2.129  0.19
57 C -0.006 -4.855 -0.882  -0.17
58 N -0.252 -5.158 -1.963  0.16

No. 2
Computed, not measured: a structure of composition C23H46BeFO17 in a non-equilibrium geometry, with ωB97M-V with the def2-TZVPD basis set.

The value obtained for the gap between HOMO and LUMO is 1.61 eV. The LUMO energy is -10.03 eV. As for the total charge: +1. As for the highest occupied orbital energy: -11.638 eV.

Last column: Löwdin charge in e.
Atoms and positions in Å:
1 Be -5.028 -8.781 11.875  0.88
2 F -2.269 -5.448 12.915  -0.29
3 C 0.882 -11.741 8.496  -0.18
4 C 0.025 -12.806 7.870  -0.16
5 C -1.439 -12.471 8.242  -0.17
6 O -1.309 -11.556 9.288  -0.10
7 C 0.056 -11.430 9.696  -0.19
8 H 1.045 -10.906 7.815  0.12
9 H 1.874 -11.985 8.877  0.12
10 H 0.351 -13.795 8.192  0.12
11 H 0.259 -12.792 6.805  0.11
12 H -2.006 -13.377 8.458  0.13
13 H -1.809 -11.878 7.405  0.13
14 H 0.191 -12.118 10.531  0.14
15 H 0.220 -10.381 9.943  0.13
16 C 6.284 -4.526 12.479  -0.13
17 C 6.908 -5.922 12.224  -0.15
18 C 5.839 -6.750 11.515  -0.16
19 O 4.848 -5.769 11.129  -0.11
20 C 4.812 -4.734 12.097  -0.18
21 H 6.774 -3.755 11.884  0.11
22 H 6.469 -4.343 13.537  0.11
23 H 7.278 -6.391 13.136  0.11
24 H 7.744 -5.804 11.534  0.11
25 H 5.373 -7.548 12.092  0.12
26 H 6.171 -7.215 10.587  0.12
27 H 4.141 -5.079 12.884  0.13
28 H 4.316 -3.903 11.596  0.13
29 C -11.180 -6.438 8.688  -0.04
30 O -10.842 -5.114 9.053  0.04
31 C -9.801 -5.004 9.809  -0.62
32 O -9.213 -5.929 10.404  0.06
33 O -9.562 -3.711 9.963  0.02
34 C -8.300 -3.294 10.521  -0.03
35 H -10.977 -7.178 9.462  0.09
36 H -10.573 -6.791 7.854  0.09
37 H -12.175 -6.461 8.245  0.10
38 H -8.183 -3.642 11.547  0.09
39 H -8.323 -2.205 10.571  0.09
40 H -7.395 -3.547 9.969  0.09
41 C -1.991 -5.080 6.329  -0.04
42 O -2.675 -5.786 5.292  -0.01
43 C -3.706 -6.606 5.583  -0.57
44 O -4.087 -6.873 6.698  0.11
45 O -4.190 -7.032 4.394  -0.01
46 C -5.371 -7.859 4.291  -0.03
47 H -2.572 -4.175 6.506  0.09
48 H -1.039 -4.632 6.044  0.09
49 H -1.852 -5.614 7.270  0.09
50 H -5.433 -8.536 5.143  0.09
51 H -5.341 -8.339 3.313  0.09
52 H -6.301 -7.290 4.276  0.09
53 C -3.704 -12.445 17.919  -0.02
54 O -2.504 -11.670 18.201  -0.02
55 C -1.828 -10.898 17.295  -0.53
56 O -2.166 -10.614 16.136  0.08
57 O -0.696 -10.487 17.885  -0.01
58 C 0.228 -9.716 17.202  -0.07
59 H -3.898 -13.103 18.766  0.09
60 H -3.480 -13.019 17.020  0.09
61 H -4.590 -11.843 17.717  0.09
62 H 1.112 -9.566 17.822  0.10
63 H -0.218 -8.763 16.917  0.10
64 H 0.622 -10.231 16.326  0.10
65 C -1.702 4.517 7.735  -0.04
66 O -1.979 3.794 8.908  0.02
67 C -1.289 2.757 9.265  -0.63
68 O -0.359 2.304 8.607  0.10
69 O -1.756 2.338 10.417  0.01
70 C -1.295 1.171 11.054  -0.04
71 H -1.694 3.925 6.820  0.10
72 H -0.729 5.000 7.824  0.10
73 H -2.379 5.363 7.617  0.10
74 H -1.650 0.317 10.477  0.10
75 H -1.777 1.108 12.030  0.09
76 H -0.217 1.183 11.220  0.10
77 C -9.728 -8.084 17.681  -0.05
78 O -8.953 -6.997 18.204  -0.01
79 C -7.714 -6.766 17.644  -0.47
80 O -7.147 -7.368 16.670  0.04
81 O -7.141 -5.756 18.321  -0.01
82 C -5.916 -5.273 17.974  -0.08
83 H -10.759 -8.056 18.035  0.09
84 H -9.415 -9.065 18.038  0.09
85 H -9.734 -8.118 16.591  0.09
86 H -5.176 -5.998 18.313  0.10
87 H -5.760 -4.401 18.610  0.10
88 H -5.887 -5.003 16.918  0.10

No. 3
Computed, not measured: a structure of composition C30H45NOPSn in a non-equilibrium geometry, with ωB97M-V with the def2-TZVPD basis set.

The value obtained for the gap between HOMO and LUMO (spin up / spin down) is 5.30 / 5.32 eV. The LUMO energy (spin up / spin down) is -5.64 / -5.64 eV. As for the total charge: +1. As for the highest occupied orbital energy (spin up / spin down): -10.936 / -10.967 eV.

Last column: Löwdin charge in e.
Atoms and positions in Å:
1 C 1.213 -1.742 -0.534  -0.28
2 C 0.006 -2.523 -0.860  -0.19
3 C 0.049 -2.785 -2.262  -0.12
4 H -0.715 -2.906 -0.138  0.10
5 C 1.237 -2.222 -2.792  -0.09
6 C 1.972 -1.626 -1.758  -0.11
7 H 2.972 -1.200 -1.825  0.11
8 H 1.588 -1.488 0.455  0.06
9 H -0.674 -3.390 -2.814  0.11
10 H 1.572 -2.316 -3.825  0.11
11 C -0.313 2.645 -2.266  -0.12
12 C -0.009 2.384 -0.902  -0.21
13 C 1.258 1.616 -0.873  -0.23
14 H -0.538 2.752 -0.022  0.09
15 C 1.639 1.427 -2.245  -0.10
16 C 0.708 2.088 -3.063  -0.09
17 H 0.851 2.277 -4.132  0.12
18 H -1.154 3.240 -2.647  0.12
19 H 1.877 1.444 0.010  0.10
20 H 2.528 0.907 -2.596  0.11
21 Sn -0.474 -0.027 -0.579  1.39
22 O -0.639 0.194 -4.087  -0.14
23 C -1.681 -0.473 -4.785  -0.10
24 C -0.297 -0.614 -5.362  -0.15
25 H -2.041 -1.378 -4.293  0.11
26 H -2.399 0.170 -5.313  0.13
27 H 0.216 -1.546 -5.107  0.11
28 H 1.414 -1.603 -7.238  0.11
29 C 0.985 -0.642 -7.521  -0.03
30 C 0.183 0.065 -6.575  -0.18
31 C -0.213 1.378 -6.889  -0.04
32 H -0.748 1.959 -6.133  0.11
33 C 0.066 1.901 -8.154  -0.07
34 H -0.234 2.930 -8.370  0.11
35 C 0.689 1.123 -9.136  -0.07
36 H 0.838 1.526 -10.140  0.11
37 C 1.182 -0.151 -8.810  -0.07
38 H 1.705 -0.742 -9.564  0.11
39 C -2.377 -0.421 4.957  -0.07
40 C -1.964 -0.805 3.527  -0.61
41 C -1.958 -2.331 3.385  -0.08
42 C -3.031 -0.284 2.540  -0.09
43 P -0.322 -0.065 3.070  0.92
44 N -0.187 -0.028 1.468  -0.35
45 C -0.189 1.715 3.686  -0.60
46 C 0.061 1.791 5.207  -0.08
47 C 0.965 2.420 2.958  -0.09
48 C -1.472 2.495 3.311  -0.09
49 C 1.085 -1.109 3.775  -0.59
50 C 2.407 -0.394 3.463  -0.08
51 C 0.963 -1.399 5.293  -0.06
52 C 1.171 -2.469 3.072  -0.09
53 H -3.374 -0.850 5.157  0.10
54 H -2.455 0.665 5.082  0.06
55 H -1.678 -0.813 5.702  0.07
56 H -3.001 -2.681 3.436  0.10
57 H -1.557 -2.639 2.412  0.07
58 H -1.421 -2.833 4.198  0.07
59 H -3.306 0.764 2.708  0.07
60 H -2.676 -0.394 1.506  0.03
61 H -3.941 -0.891 2.662  0.09
62 H -0.670 1.234 5.808  0.07
63 H 1.073 1.438 5.460  0.07
64 H 0.003 2.856 5.505  0.10
65 H 1.060 2.048 1.929  0.04
66 H 0.721 3.497 2.887  0.09
67 H 1.924 2.340 3.486  0.08
68 H -1.660 2.412 2.224  0.08
69 H -2.366 2.194 3.881  0.07
70 H -1.279 3.557 3.549  0.09
71 H 2.604 0.492 4.077  0.07
72 H 3.228 -1.103 3.649  0.09
73 H 2.452 -0.120 2.398  0.08
74 H 0.034 -1.929 5.539  0.06
75 H 1.799 -2.060 5.574  0.10
76 H 1.029 -0.501 5.912  0.06
77 H 0.454 -3.204 3.443  0.07
78 H 1.065 -2.358 1.988  0.04
79 H 2.167 -2.888 3.259  0.10

No. 4
Computed, not measured: the molecule C4H6N2O2 in a non-equilibrium geometry, with ωB97M-V with the def2-TZVPD basis set.

The value obtained for the gap between HOMO and LUMO is 8.98 eV. The LUMO energy is 0.02 eV. As for the total charge: 0. Its SMILES is [H]/N=C/N(O)/C=C\C=O. As for the highest occupied orbital energy: -8.952 eV.

Last column: Löwdin charge in e.
Atoms and positions in Å:
1 C 0.152 0.238 1.999  -0.30
2 C -0.943 -0.310 -0.069  -0.06
3 C -0.942 -0.414 -1.404  -0.06
4 C 0.093 -0.278 -2.376  -0.30
5 H 1.616 0.531 -0.449  0.12
6 H -0.699 -0.374 2.386  0.13
7 H 1.119 0.360 3.585  0.08
8 H -1.638 -0.811 0.615  0.13
9 H -1.877 -0.752 -1.830  0.10
10 H -0.133 -0.422 -3.473  0.13
11 N 0.058 0.292 0.633  -0.12
12 N 0.985 0.851 2.661  0.11
13 O 0.948 1.163 -0.057  0.02
14 O 1.261 -0.076 -2.220  0.02

No. 5
Computed, not measured: a cluster of 3 separate species, C4H15NO2 in total in a non-equilibrium geometry, with ωB97M-V with the def2-TZVPD basis set.

The value obtained for the gap between HOMO and LUMO is 9.57 eV. The LUMO energy is 0.60 eV. As for the total charge: 0. Its SMILES is CNC(C)C.O.O. As for the highest occupied orbital energy: -8.965 eV.

Last column: Löwdin charge in e.
Atoms and positions in Å:
1 C 0.682 0.665 -1.408  -0.11
2 N 1.507 -0.589 -1.353  -0.10
3 C 0.756 -0.925 1.120  -0.04
4 C 1.020 -1.542 -0.340  -0.47
5 C -0.191 -2.248 -0.913  -0.10
6 H 0.385 1.052 -0.378  0.06
7 H 1.348 1.482 -1.634  0.07
8 H -0.204 0.492 -2.027  0.08
9 H 2.501 -0.381 -1.190  0.10
10 H 0.377 -1.703 1.684  0.05
11 H 1.659 -0.453 1.466  0.08
12 H -0.002 -0.220 0.953  0.00
13 H 1.760 -2.311 -0.029  0.13
14 H 0.065 -2.519 -2.016  0.11
15 H -0.623 -3.057 -0.241  0.09
16 H -1.146 -1.552 -0.894  0.08
17 H -1.074 2.993 2.418  0.03
18 H -0.410 3.133 1.104  0.02
19 O -0.309 3.421 2.019  -0.06
20 H -1.863 -0.042 0.461  -0.02
21 H -3.398 -0.092 0.149  0.08
22 O -2.632 0.529 0.344  -0.09

No. 6
Computed, not measured: a cluster of 2 separate species, C3H3NS2 in total in a non-equilibrium geometry, with ωB97M-V with the def2-TZVPD basis set.

The value obtained for the gap between HOMO and LUMO is 9.55 eV. The LUMO energy is -0.55 eV. As for the total charge: 0. Its SMILES is N#CSS.C#C. As for the highest occupied orbital energy: -10.099 eV.

Last column: Löwdin charge in e.
Atoms and positions in Å:
1 C 2.288 -0.639 0.673  -0.01
2 C 1.718 -1.649 0.422  -0.01
3 C -1.251 0.484 0.808  -0.72
4 N -0.919 -0.394 1.488  0.11
5 S -1.712 1.860 -0.035  0.48
6 S -1.431 1.615 -2.076  0.38
7 H 2.459 0.334 0.957  0.00
8 H 1.341 -2.566 0.130  0.00
9 H -2.493 0.955 -2.366  -0.23

No. 7
Computed, not measured: the molecule C3H5NO in a non-equilibrium geometry, with ωB97M-V with the def2-TZVPD basis set.

The value obtained for the gap between HOMO and LUMO is 10.89 eV. The LUMO energy is 0.86 eV. As for the total charge: 0. Its SMILES is O=C[C@@H]1CN1. As for the highest occupied orbital energy: -10.033 eV.

Last column: Löwdin charge in e.
Atoms and positions in Å:
1 C 0.286 -0.148 1.348  -0.23
2 C -0.217 0.644 0.187  -0.26
3 C -0.445 -0.277 -0.977  -0.18
4 H 0.958 -1.055 1.075  0.14
5 H -0.893 1.461 0.361  0.14
6 H -0.287 -1.416 -0.912  0.13
7 H -1.375 -0.172 -1.568  0.11
8 H 1.508 0.316 -0.978  0.11
9 N 0.570 0.740 -1.052  0.03
10 O -0.105 -0.093 2.516  0.02

No. 8
Computed, not measured: a structure of composition C23H14F5N3PtS3Se, with ωB97M-V with the def2-TZVPD basis set.

The value obtained for the gap between HOMO and LUMO is 7.08 eV. The LUMO energy is -0.50 eV. As for the total charge: 0. As for the highest occupied orbital energy: -7.583 eV.

Last column: Löwdin charge in e.
Atoms and positions in Å:
1 Pt 0.706 -0.385 0.139  0.83
2 S -0.755 1.677 3.112  0.44
3 C 0.765 2.141 2.320  -1.70
4 S 1.178 1.796 0.684  0.51
5 S 1.722 3.019 3.314  0.56
6 N 1.159 -1.572 -2.728  0.13
7 C 1.089 -2.575 -1.776  -0.28
8 C 1.571 -3.842 -2.124  0.00
9 C 1.443 -4.874 -1.226  -0.05
10 C 0.812 -4.648 -0.005  -0.04
11 C 0.389 -3.374 0.277  -0.09
12 N 0.548 -2.344 -0.578  -0.03
13 C 0.519 -0.341 -2.819  -0.28
14 C 0.468 0.277 -4.070  0.00
15 C -0.228 1.458 -4.200  -0.05
16 C -0.882 1.993 -3.096  -0.04
17 C -0.758 1.342 -1.891  -0.13
18 N -0.049 0.208 -1.745  -0.06
19 H 1.620 -1.850 -3.577  0.14
20 H 2.031 -3.994 -3.091  0.12
21 H 1.818 -5.857 -1.479  0.12
22 H 0.672 -5.437 0.718  0.11
23 H -0.085 -3.122 1.214  0.11
24 H 0.962 -0.178 -4.918  0.12
25 H -0.272 1.953 -5.161  0.12
26 H -1.454 2.907 -3.154  0.11
27 H -1.206 1.728 -0.988  0.05
28 Se -2.105 0.785 1.657  0.71
29 C -2.845 2.338 0.801  -0.59
30 C -3.976 2.136 0.014  -0.15
31 C -4.503 3.184 -0.725  -0.09
32 C -3.912 4.439 -0.677  -0.10
33 C -2.791 4.639 0.118  -0.08
34 C -2.251 3.592 0.853  -0.13
35 H -4.446 1.159 -0.021  0.10
36 H -5.385 3.021 -1.332  0.10
37 H -4.328 5.259 -1.248  0.10
38 H -2.327 5.616 0.166  0.11
39 H -1.370 3.752 1.459  0.08
40 F 3.734 -0.505 0.935  0.06
41 C 2.982 -0.923 1.968  -0.25
42 C 1.600 -0.972 1.851  -0.24
43 C 0.934 -1.460 2.962  -0.27
44 F -0.411 -1.620 2.929  0.00
45 C 1.569 -1.841 4.131  -0.15
46 F 0.871 -2.304 5.173  0.12
47 C 2.945 -1.753 4.210  -0.14
48 F 3.582 -2.121 5.325  0.12
49 C 3.659 -1.296 3.117  -0.14
50 F 4.992 -1.229 3.180  0.12